{
  "formula": "C7H18O4",
  "method": "wB97M-V/def2-TZVPD",
  "smiles": "C=CC(=C)/C=C/C.O.O.O.O",
  "total_charge": 0,
  "de_lowest_kj_mol": 127.4,
  "gap_ev": 9.59,
  "e_tot_ev": -15739.057,
  "homo_ev": -9.1,
  "lumo_energy_ha": 0.0176,
  "species": ["O", "O", "C", "C", "H", "O", "C", "C", "H", "H", "H", "H", "H", "H", "H", "C", "H", "C", "H", "H", "H", "H", "C", "H", "O", "H", "H", "H", "H"],
  "positions_angstrom": [[0.12375, -2.67125, -0.63421], [2.40749, -0.26289, 1.75174], [0.78370, 2.30914, -0.47516], [-2.72281, 1.13349, -0.68542], [1.44272, 3.15896, -0.55444], [-0.12389, -0.29843, -2.55371], [-1.16719, 0.08983, 1.84889], [-0.52800, 2.27915, -0.74830], [-0.99713, 3.14536, -1.19984], [-3.39320, 0.32106, -0.45245], [-0.45611, 0.49390, -2.96860], [0.54992, 0.11384, -2.00371], [-0.07255, -0.50549, 0.15925], [2.62008, -1.09040, -1.93034], [2.02664, -1.03672, 2.20042], [-0.79443, 0.19662, 0.57905], [0.31283, -0.65408, 3.28381], [-0.65511, -0.92250, 2.87011], [2.54403, -0.55299, 0.82340], [-1.83700, 0.85823, 2.23740], [-0.84335, -1.82129, 2.28059], [-0.01611, -2.35270, -1.54518], [-1.43884, 1.17399, -0.35130], [-1.31574, -0.96678, 3.73785], [2.51808, -1.23620, -0.98138], [1.66984, -1.73067, -0.88701], [-3.16268, 1.96674, -1.22867], [1.22334, 1.41355, -0.05259], [-0.66639, -2.36152, -0.16651]]
}

{
  "formula": "B4CuF8H8",
  "method": "wB97M-V/def2-TZVPD",
  "multiplicity": 3,
  "s_squared": 2.008,
  "total_charge": -1,
  "gap_ev": [10.05, 3.92],
  "e_tot_ev": -69219.113,
  "homo_ev": [-7.4, -7.2],
  "lumo_energy_ha": [0.0979, -0.1220],
  "species": ["F", "H", "F", "H", "H", "Cu", "F", "H", "H", "F", "F", "B", "H", "B", "H", "H", "F", "B", "F", "B", "F"],
  "positions_angstrom": [[0.63822, 0.84979, -1.69383], [-3.41389, -0.44756, 0.89983], [1.92280, -1.55204, -0.93008], [0.66596, 0.91438, 1.73819], [2.30907, 1.47138, 1.96088], [-0.07635, -0.16184, 0.17352], [-0.32835, 2.02575, -0.22814], [-1.74664, 0.01300, 1.21313], [1.82055, 0.50401, 0.52212], [0.59511, -2.08460, 0.82645], [1.14760, -3.64006, -0.79745], [1.70353, 0.66219, 1.58303], [-2.04435, -1.10660, -0.09746], [0.87045, -2.30954, -0.50073], [-2.58680, 0.59544, -0.18650], [2.00106, -0.22043, 2.12775], [0.55003, 2.99240, -2.19929], [-0.07655, 1.93064, -1.57816], [-1.34388, 1.68299, -2.04461], [-2.45151, -0.26815, 0.44609], [-0.15604, -1.85115, -1.23475]]
}

{
  "formula": "C5H9NO",
  "method": "wB97M-V/def2-TZVPD",
  "smiles": "CC1(C)O[C@]12CN2",
  "total_charge": 0,
  "de_lowest_kj_mol": 403.4,
  "gap_ev": 9.88,
  "e_tot_ev": -8865.032,
  "homo_ev": -9.1,
  "lumo_energy_ha": 0.0288,
  "species": ["H", "C", "H", "C", "H", "O", "N", "H", "C", "H", "H", "H", "H", "H", "C", "C"],
  "positions_angstrom": [[1.41388, 1.44897, -1.44667], [-1.75485, -1.10787, 0.43886], [2.16749, -0.69830, -0.57142], [0.40349, 0.34711, 0.12184], [1.67034, 2.01927, 0.20334], [-0.72721, 1.05125, 1.28362], [-2.02518, -0.10094, -0.62455], [0.10674, 2.33651, -0.57155], [0.91668, 1.61415, -0.48432], [-1.27041, -2.05283, 0.20866], [0.90480, -1.78141, 0.02603], [1.88711, -0.84420, 1.16489], [-2.54029, -1.14607, 1.18625], [-1.55062, -0.40073, -1.47814], [-0.99055, 0.12424, 0.34248], [1.38860, -0.80914, 0.20067]]
}

{
  "formula": "C12H30BFN4O7P",
  "method": "wB97M-V/def2-TZVPD",
  "total_charge": 1,
  "gap_ev": 8.56,
  "e_tot_ev": -45903.381,
  "homo_ev": -12.4,
  "lumo_energy_ha": -0.1425,
  "species": ["C", "N", "H", "H", "H", "H", "C", "C", "B", "N", "O", "O", "H", "H", "N", "C", "O", "C", "N", "H", "H", "C", "H", "C", "C", "H", "H", "O", "H", "O", "H", "H", "O", "H", "H", "C", "H", "H", "C", "H", "O", "H", "C", "H", "H", "H", "H", "H", "F", "H", "P", "H", "H", "H", "C", "H"],
  "positions_angstrom": [[3.31088, -2.23337, 1.07019], [-1.23601, -1.25313, 0.87482], [5.50977, 1.87455, -2.15829], [-2.16688, -2.45994, 5.70421], [-4.46340, 0.55702, 3.68233], [-3.30144, -0.31292, -1.87970], [-1.02973, -0.36931, -4.14668], [0.00763, -0.90449, -1.94980], [3.82189, 1.70841, -1.22752], [1.03174, 2.03730, -1.54641], [3.77936, 2.91943, -0.62262], [-2.09027, -0.66476, 3.73079], [-1.30373, 0.78370, -2.37047], [-1.33157, 1.92306, 1.03288], [0.60018, -0.22761, -0.74194], [1.87304, 3.67422, -3.14495], [1.51127, 4.71919, -2.75803], [-1.23013, -0.27821, -2.61995], [2.73421, 0.64976, -0.97479], [0.13595, 2.27550, -1.13570], [-2.36938, -1.76254, -1.46336], [-3.13858, -0.81706, 4.69543], [-0.43761, 0.46108, -4.53866], [-3.13544, -2.22590, 5.26310], [3.57023, -0.78088, 0.69130], [0.43028, -0.12304, 2.48582], [-4.71013, -1.14046, 3.25378], [-1.22868, 1.36955, 0.24443], [4.63353, -0.53969, 0.75874], [0.57883, 0.47710, 1.73298], [1.63669, 1.55823, -3.51145], [2.86632, -2.75057, 0.21960], [4.73101, 1.30480, -2.11827], [3.83057, 2.92622, 0.33883], [-0.52674, -1.29826, -4.42328], [-4.48014, -0.45893, 4.07819], [4.23220, -2.74529, 1.33532], [2.60237, -2.30236, 1.89360], [1.44904, 0.81890, -1.08695], [-3.90290, -2.34384, 6.02814], [3.19340, -0.61705, -0.71453], [-2.95433, -1.52147, -3.09366], [1.11785, 2.35733, -2.98458], [-2.23535, -1.09415, 0.80706], [-1.98966, -0.33510, -4.66025], [0.12254, 2.50298, -3.40270], [2.98598, -0.08339, 1.28934], [-3.32896, -2.95357, 4.47005], [3.06184, 3.50116, -3.77299], [0.83209, -0.97494, -2.66449], [-0.42577, 0.01512, 0.57737], [-0.20600, -1.92050, -1.62035], [-2.24820, -1.27995, 3.00481], [-5.28389, -0.53072, 4.81081], [-2.53559, -1.00645, -2.22832], [-2.90022, -0.10474, 5.48675]]
}

{
  "formula": "C50H41As2N5PtSSe",
  "method": "wB97M-V/def2-TZVPD",
  "total_charge": 2,
  "gap_ev": 7.10,
  "e_tot_ev": -261058.347,
  "homo_ev": -12.9,
  "lumo_energy_ha": -0.2124,
  "species": ["H", "C", "C", "H", "H", "C", "Se", "H", "N", "H", "C", "S", "H", "C", "H", "C", "C", "H", "H", "H", "C", "C", "H", "C", "C", "C", "C", "C", "C", "C", "H", "N", "C", "C", "C", "C", "H", "H", "H", "C", "C", "H", "C", "C", "Pt", "H", "N", "H", "C", "C", "C", "H", "C", "C", "N", "H", "H", "H", "C", "C", "C", "H", "C", "H", "C", "C", "H", "H", "C", "H", "C", "C", "H", "H", "H", "C", "C", "H", "C", "C", "C", "H", "C", "C", "H", "H", "C", "H", "H", "H", "H", "H", "As", "H", "C", "As", "C", "N", "C", "H", "C"],
  "positions_angstrom": [[4.01194, -1.61772, -4.68883], [-4.85741, 0.25278, 2.79322], [5.29753, 1.21262, -3.36467], [-3.24955, 2.94541, -5.29664], [-1.28262, 0.85130, 6.54738], [-4.75703, 1.61920, 2.37914], [-6.92358, 1.42140, 3.64918], [2.15112, -2.53504, 4.56062], [-5.95112, -0.02193, 3.48049], [-0.92675, -2.92898, 1.37690], [-1.64360, 1.08334, -2.98415], [-0.47843, -1.42498, -3.02857], [-1.72813, -1.40518, -1.23656], [3.17409, 0.52199, 2.16466], [-3.33265, -1.62114, -2.63419], [-3.01890, -2.50472, -3.17370], [1.52609, 4.91530, 0.37234], [1.90807, 3.08109, 1.41797], [1.86304, 2.82960, -2.86199], [-4.73024, -2.41475, 3.32603], [-3.62968, 2.07961, 1.61954], [3.17418, -0.55337, -3.02851], [1.41037, 5.49535, 1.27542], [-2.69973, 2.11919, -4.87237], [2.25216, 0.00038, 5.26689], [-1.76357, -2.32240, 1.70061], [-2.22207, -4.75057, -4.59548], [-1.69656, -2.66631, -3.55505], [0.78117, 0.60108, 7.06497], [-0.09598, 0.31394, 4.85131], [5.88400, -0.04800, -4.98690], [-1.72518, -1.05134, 1.35037], [1.37974, 5.52252, -0.86452], [2.05251, 0.29813, 6.60295], [-1.66708, -0.03586, -5.11990], [1.80940, 3.56106, 0.44820], [0.62932, 0.83257, 8.10792], [2.34879, -1.24394, -2.88265], [-2.82301, -3.91445, 2.66639], [-2.82701, -2.86706, 2.41641], [3.26090, -4.71978, 2.22510], [6.12416, 1.89631, -3.48292], [4.10549, -0.76302, -4.03561], [2.06410, -2.22571, 2.43897], [0.09089, -0.09544, 0.32768], [-4.96947, -3.37408, -3.18437], [-5.77079, 2.38143, 2.74600], [1.17292, 6.58062, -0.92379], [2.37552, -2.94877, 3.58358], [-2.33909, 2.14644, -3.53420], [-3.94106, -3.48474, -3.49212], [-4.29171, 4.10206, 1.40671], [-3.54249, -4.60673, -4.20301], [1.17662, 0.00448, 4.38467], [-0.73738, -1.31277, -1.44698], [1.37654, 5.25110, -2.98535], [-2.63606, 1.00882, -6.70661], [-2.28473, 4.73507, 0.02414], [-2.35805, 1.03298, -5.66490], [2.30669, -2.78189, 1.18541], [-2.60702, 1.15897, 1.30580], [-1.40287, -0.88968, -5.72421], [-3.87461, -2.04541, 2.78314], [3.75101, -5.67770, 2.14619], [5.16139, 0.11717, -4.20308], [3.58417, 0.51104, 0.69963], [3.24802, -0.24091, 4.91324], [-1.91854, -5.62501, -5.15151], [-3.82745, -0.68922, 2.44708], [3.10333, 1.54189, 2.55808], [-2.71647, -0.22338, 1.71111], [-0.29297, 0.60963, 6.19000], [4.45693, 2.28978, -1.70933], [3.22285, -4.74497, 4.36806], [2.89147, 0.29632, 7.28206], [1.77624, 3.42108, -1.95495], [-2.40537, 3.74135, 0.42039], [-1.34791, 1.08259, -1.94145], [2.97293, -4.19345, 3.47434], [3.30199, 0.55038, -2.19678], [-1.28644, -3.78073, -4.26701], [3.12867, -4.43755, 0.10536], [1.49975, 4.77464, -2.02538], [-1.33426, -0.00234, -3.77857], [-0.54377, 3.03156, -0.39903], [3.94348, -0.00013, 2.74432], [-3.51238, 3.39593, 1.16560], [-0.25319, -3.89494, -4.55660], [-4.26831, -5.36349, -4.45845], [4.41209, 1.20932, 0.51630], [3.95426, -0.49187, 0.43726], [2.00290, -2.23094, 0.28784], [1.44211, -0.38224, 2.49407], [-2.60375, 2.98650, -2.91018], [1.95700, 2.80839, -0.71448], [2.16533, 0.87597, -0.64134], [4.36843, 1.42943, -2.36571], [-1.51614, 1.53847, 0.61574], [2.91497, -4.02017, 1.07839], [-0.92812, 0.32697, 4.15084], [-1.42640, 2.78026, 0.17659]]
}

{
  "formula": "C3H8N2",
  "method": "wB97M-V/def2-TZVPD",
  "total_charge": 0,
  "de_lowest_kj_mol": 513.7,
  "gap_ev": [7.98, 6.66],
  "e_tot_ev": -6216.523,
  "homo_ev": [-7.9, -7.0],
  "lumo_energy_ha": [0.0032, -0.0112],
  "species": ["C", "H", "H", "H", "C", "H", "N", "H", "H", "H", "H", "C", "N"],
  "positions_angstrom": [[-1.04083, -1.02526, -0.74151], [-2.04044, -0.91358, -0.30707], [0.70070, 1.98922, 1.31128], [-1.13751, -1.10193, -1.82280], [-0.22309, 0.19312, -0.38579], [1.67724, 0.76098, 2.36877], [-0.43111, 1.39077, -0.74960], [1.47916, -0.88821, -0.84400], [-0.59298, -1.94959, -0.38091], [1.12717, -0.88492, 0.68842], [-1.13097, 1.43535, -1.48531], [1.00108, 0.98092, 1.55584], [0.61157, 0.01313, 0.79267]]
}

{
  "formula": "C20H9Cl3N2O7PdS2",
  "method": "wB97M-V/def2-TZVPD",
  "total_charge": -2,
  "de_lowest_kj_mol": 115.4,
  "gap_ev": [6.36, 6.36],
  "e_tot_ev": -100919.903,
  "homo_ev": [-2.7, -2.7],
  "lumo_energy_ha": [0.1345, 0.1344],
  "species": ["O", "O", "H", "C", "C", "O", "N", "C", "C", "H", "C", "H", "C", "N", "O", "C", "C", "C", "O", "Pd", "C", "O", "S", "H", "C", "C", "O", "C", "C", "H", "C", "C", "H", "Cl", "C", "C", "H", "S", "H", "Cl", "C", "C", "Cl", "H"],
  "positions_angstrom": [[2.31849, -3.31611, 1.36620], [0.53746, 0.42660, 2.03224], [-1.68007, 0.73001, -1.81372], [4.11665, 5.10506, -0.51787], [3.64977, 2.44208, -0.00437], [-5.89785, 0.21943, 2.04607], [2.20151, -2.12241, -0.88305], [-1.42667, -2.46598, -1.47235], [-3.49001, 0.59819, -0.63744], [-0.32921, -5.37020, 0.88901], [-1.97042, -4.40836, -0.13613], [-1.71530, -1.64806, -2.11659], [-5.54011, 0.32125, 0.85982], [-1.27567, 0.48105, 0.18642], [1.31190, 2.80418, -0.21941], [1.07102, -1.71755, -1.37563], [-1.74958, 0.38718, 1.43937], [-2.35755, -3.37182, -0.98268], [-6.21651, 0.37676, -0.18696], [0.72842, 0.32655, 0.05107], [4.94527, 2.90525, -0.02190], [-0.95258, 0.33041, 3.68731], [0.89090, -0.22327, -2.23658], [4.29082, 6.15291, -0.72100], [2.48286, 3.24747, -0.23677], [-0.63999, -4.57175, 0.22850], [2.67731, -4.61316, -0.70315], [-2.12587, 0.62050, -0.83635], [5.17590, 4.24754, -0.27750], [-3.45377, 0.26011, 2.71550], [0.26804, -3.65973, -0.26932], [-3.10635, 0.35175, 1.69585], [-4.17988, 0.69301, -1.46488], [3.40137, 0.73859, 0.30847], [-0.67048, 0.36752, 2.50723], [-4.00627, 0.42783, 0.64209], [-3.40228, -3.25621, -1.24120], [2.01152, -3.53729, -0.01678], [-2.71861, -5.08821, 0.25099], [6.82104, 4.86149, -0.29890], [-0.10561, -2.61042, -1.08536], [2.82853, 4.61402, -0.49914], [1.51361, 5.71549, -0.81366], [5.76829, 2.22831, 0.16255]]
}

{
  "formula": "C5H11N",
  "method": "wB97M-V/def2-TZVPD",
  "total_charge": 0,
  "de_lowest_kj_mol": 385.8,
  "gap_ev": 8.00,
  "e_tot_ev": -6849.531,
  "homo_ev": -6.9,
  "lumo_energy_ha": 0.0395,
  "species": ["H", "H", "H", "C", "C", "C", "H", "H", "C", "H", "H", "H", "H", "H", "C", "H", "N"],
  "positions_angstrom": [[-1.56068, 0.16066, 2.30050], [2.23406, 0.90638, -1.34217], [0.35866, -1.52924, -0.23471], [-0.18289, -2.47318, -0.13165], [-1.28669, 0.12853, 1.26157], [1.50045, 1.54482, -0.83288], [1.70898, 0.60926, 1.21028], [-1.83039, 1.95335, 0.00171], [-1.53841, 0.89695, 0.02790], [-1.23497, -2.31641, -0.38408], [-1.73842, 0.35139, -0.89911], [0.67096, 1.71803, -1.52630], [-0.12268, -2.80190, 0.90913], [1.98647, 2.51035, -0.64480], [1.01492, 0.91168, 0.43237], [0.25929, -3.22615, -0.78956], [-0.23865, 0.65549, 0.64182]]
}